(1)
Density functional theory data (the ωB97M-V functional and the def2-TZVPD basis) for a single C18H37NO5Si molecule at a distorted geometry.

```
62
Properties=species:S:1:pos:R:3:lowdin_charge:R:1
C -0.02 -4.02 5.10 -0.102
C 0.81 -3.17 3.93 -0.282
O 1.99 -3.89 3.43 -0.224
C 2.40 -3.37 2.08 -0.194
C 2.24 -1.74 1.94 -0.202
C 3.10 -1.08 0.69 -0.194
C 2.11 -0.17 -0.26 -0.260
C 2.84 1.23 -0.81 -0.257
Si 1.37 2.45 -1.23 0.509
N 0.25 1.53 -2.30 -0.065
C 0.63 2.98 0.47 -0.280
C -0.95 3.43 0.43 -0.252
C -1.97 2.27 1.07 -0.202
C -2.04 1.06 -0.03 -0.236
C -3.33 0.07 0.10 -0.164
C -3.28 -0.93 -1.24 -0.199
O -4.52 -1.71 -1.42 -0.084
C -4.39 -3.08 -0.89 -0.274
C -3.52 -3.54 0.43 -0.032
O -5.08 -4.06 -1.53 -0.046
C 1.98 3.98 -2.30 -0.225
C 2.00 3.58 -3.90 -0.268
O 0.67 3.57 -4.55 -0.139
C 0.67 2.36 -5.43 -0.147
O 0.22 2.41 -6.70 -0.052
H 0.74 -4.32 5.93 0.084
H -0.80 -3.27 5.54 0.079
H -0.56 -4.92 4.58 0.081
H 1.13 -2.16 4.47 0.127
H 0.01 -2.99 3.07 0.119
H 3.50 -3.73 1.80 0.138
H 1.64 -3.86 1.30 0.135
H 1.10 -1.54 1.69 0.102
H 2.56 -1.20 2.94 0.123
H 4.06 -0.48 1.09 0.121
H 3.49 -1.99 0.05 0.108
H 1.78 -0.83 -1.19 0.123
H 1.15 0.16 0.32 0.055
H 3.46 1.74 0.04 0.087
H 3.44 1.00 -1.79 0.084
H -0.57 2.09 -2.63 0.042
H -0.02 0.60 -1.90 0.019
H 1.25 3.92 0.84 0.096
H 0.80 2.14 1.27 0.080
H -1.37 3.70 -0.62 0.104
H -1.05 4.35 1.19 0.114
H -1.41 1.87 2.05 0.119
H -3.00 2.74 1.37 0.115
H -1.02 0.45 0.05 0.103
H -2.10 1.57 -1.11 0.100
H -3.32 -0.56 1.08 0.110
H -4.31 0.71 -0.05 0.132
H -2.31 -1.58 -1.14 0.126
H -3.07 -0.19 -2.16 0.143
H -2.75 -2.75 0.82 0.060
H -2.90 -4.51 0.12 0.114
H -4.28 -3.76 1.32 0.114
H 1.22 4.87 -2.06 0.100
H 3.06 4.24 -1.92 0.096
H 2.63 4.42 -4.46 0.140
H 2.61 2.58 -4.04 0.121
H 1.06 1.34 -4.94 0.157
```

The spin multiplicity is 1. The HOMO energy comes out at -0.35997 Eh. As for the SMILES: CCOCCCCC[Si@@](N)(CCCCCCOC(C)=O)CCOC=O.



(2)
Density functional theory data (the ωB97M-V functional and the def2-TZVPD basis) for C18H12AuF3N4O2 as an isolated structure at a distorted geometry.

```
40
Properties=species:S:1:pos:R:3:lowdin_charge:R:1
Au 0.00 -1.07 -0.08 1.387
O 1.45 -3.33 2.92 0.208
C 1.26 -2.65 1.96 -0.402
N 0.00 -2.31 1.44 -0.007
C -1.26 -2.64 1.98 -0.401
O -1.45 -3.31 2.94 0.208
C -2.37 -2.00 1.17 -0.158
C -3.69 -2.20 1.49 0.063
C -4.66 -1.70 0.64 0.033
C -4.28 -1.04 -0.52 0.009
C -2.93 -0.86 -0.78 -0.069
N -2.01 -1.31 0.07 -0.060
C 2.37 -2.01 1.16 -0.158
C 3.69 -2.21 1.47 0.062
C 4.66 -1.70 0.62 0.033
C 4.27 -1.03 -0.53 0.008
C 2.93 -0.84 -0.78 -0.069
N 2.00 -1.31 0.07 -0.062
H -3.93 -2.77 2.39 0.149
H -5.71 -1.84 0.86 0.140
H -5.01 -0.67 -1.23 0.134
H -2.58 -0.34 -1.66 0.118
H 3.93 -2.78 2.36 0.149
H 5.71 -1.84 0.84 0.140
H 5.00 -0.64 -1.23 0.134
H 2.57 -0.32 -1.66 0.123
F 0.97 5.46 -2.32 0.187
C 0.00 5.15 -1.46 -0.604
F 0.19 5.84 -0.34 0.181
F -1.16 5.51 -1.99 0.187
C 0.01 3.66 -1.19 -0.046
C -0.17 2.78 -2.26 0.054
C -0.17 1.43 -2.01 -0.087
N 0.00 0.94 -0.77 -0.104
C 0.18 1.78 0.26 -0.085
C 0.18 3.15 0.08 0.059
H -0.31 3.15 -3.27 0.150
H -0.30 0.71 -2.81 0.129
H 0.31 1.35 1.24 0.123
H 0.33 3.81 0.93 0.144
```

The energy above the lowest of the compared OMol25 structures with the same formula, charge and spin is 0.000 eV. The spin multiplicity is 1. The HOMO energy comes out at -0.60668 Eh. As for the charge: +2.



(3)
Density functional theory data (the ωB97M-V functional and the def2-TZVPD basis) for a single C5H9N molecule at a distorted geometry.

```
15
Properties=species:S:1:pos:R:3:lowdin_charge:R:1
C 1.50 -0.08 0.15 -0.184
C 0.55 1.29 0.04 -0.147
C -0.66 0.74 -0.43 -0.298
C -1.53 -0.11 0.57 -0.056
C -0.57 -0.81 -0.48 -0.254
H 2.01 -0.10 1.11 0.090
H 2.40 0.14 -0.73 0.154
H 0.82 1.99 -0.76 0.108
H 0.25 1.85 0.92 0.107
H -1.34 1.31 -1.04 0.124
H -2.64 -0.16 0.26 0.107
H -1.33 0.11 1.60 0.083
H -1.11 -1.40 -1.20 0.129
H 0.97 -1.99 -0.05 0.098
N 0.61 -1.12 0.11 -0.061
```

The energy above the lowest of the compared OMol25 structures with the same formula, charge and spin is 3.118 eV. The spin multiplicity is 1. The HOMO energy comes out at -0.28830 Eh. As for the SMILES: C1C[C@@H]2C[C@@H]2N1.



(4)
Density functional theory data (the ωB97M-V functional and the def2-TZVPD basis) for a single C14H21N7O3 molecule at a distorted geometry.

```
45
Properties=species:S:1:pos:R:3:lowdin_charge:R:1
C 5.76 0.33 0.39 -0.046
N 4.45 0.88 -0.28 -0.164
C 3.71 -0.13 -1.14 -0.142
C 3.03 -1.10 -0.37 -0.193
N 2.20 -0.35 0.46 -0.066
C 1.00 -0.01 0.31 -0.378
N 0.58 1.28 0.58 0.198
C -0.74 1.08 -0.12 -0.172
C -1.08 -0.19 -0.50 -0.075
C -2.47 -0.37 -0.93 -0.353
O -2.86 -1.70 -1.22 -0.142
N -3.13 0.61 -1.03 0.078
C -2.89 2.17 -0.69 -0.425
O -3.71 2.85 -0.59 0.255
N -1.60 2.18 -0.18 0.040
C -1.13 3.52 0.52 0.068
H -0.92 3.60 1.47 0.013
H -0.30 3.86 -0.12 0.093
H -2.12 4.07 0.20 0.117
C -4.57 0.49 -1.34 0.049
H -5.10 -0.10 -0.86 0.019
H -4.44 -0.07 -2.25 0.107
H -5.06 1.40 -1.51 0.081
N 0.03 -0.97 -0.06 0.113
C -0.01 -2.58 -0.54 0.179
H 0.91 -2.78 -0.37 0.019
H -0.57 -2.49 -1.24 -0.008
C -0.75 -3.13 0.92 -0.373
O 0.00 -3.19 2.05 -0.112
N -2.06 -3.11 0.85 0.145
H -2.57 -3.61 1.54 0.102
H -2.46 -2.79 -0.15 0.099
C 2.88 0.37 1.53 -0.056
H 3.63 -0.09 2.08 0.070
C 3.74 1.52 0.72 -0.176
H 2.92 1.89 0.23 0.073
H 4.27 2.06 1.22 0.031
H 2.16 0.91 2.43 0.190
H 3.77 -1.83 0.24 0.195
H 2.61 -1.84 -0.93 0.085
H 3.07 0.65 -1.55 0.143
H 4.68 -0.59 -1.53 0.140
H 6.55 0.01 -0.47 0.130
H 5.72 -0.39 1.02 -0.015
H 6.44 1.03 0.80 0.062
```

The energy above the lowest of the compared OMol25 structures with the same formula, charge and spin is 10.862 eV. The spin multiplicity is 1. The HOMO energy comes out at -0.27597 Eh. As for the SMILES: CN1CCN(c2nc3c(c(=O)n(C)c(=O)n3C)n2CC(N)=O)CC1.



(5)
Density functional theory data (the ωB97M-V functional and the def2-TZVPD basis) for a single C4H5NO molecule.

```
11
Properties=species:S:1:pos:R:3:lowdin_charge:R:1
C 0.11 -0.17 1.25 -0.041
C 0.63 0.65 0.12 -0.240
O 1.10 -0.04 -1.02 0.004
C 0.01 -0.70 -1.48 -0.212
N -1.10 -0.55 -0.88 0.103
C -0.84 0.37 0.20 -0.246
H 0.24 -1.25 1.25 0.115
H 0.20 0.30 2.23 0.105
H 1.09 1.62 0.27 0.147
H 0.19 -1.32 -2.35 0.132
H -1.63 1.09 0.40 0.134
```

The energy above the lowest of the compared OMol25 structures with the same formula, charge and spin is 1.473 eV. The spin multiplicity is 1. The HOMO energy comes out at -0.34955 Eh. As for the SMILES: C1=N[C@H]2C[C@H]2O1.



| no. | electronic energy (eV) | LUMO (Eh) |
| --- | --- | --- |
| 1 | -38862.0538 | 0.006 |
| 2 | -40745.3450 | -0.309 |
| 3 | -6817.8764 | 0.044 |
| 4 | -31419.1061 | 0.020 |
| 5 | -7765.0531 | 0.039 |